6
Properties=species:S:1:pos:R:3:mulliken_charge:R:1 method="wB97M-V/def2-TZVPD" charge=+1 orbital_gap_ev="7.602 / 7.452"
C -1.23 0.36 0.12 -0.1761
C 0.10 -0.12 0.19 0.0881
C 1.20 -0.26 -0.43 0.0480
H -1.96 -0.40 0.45 0.3012
H 0.41 0.17 1.26 0.3415
H 2.00 -0.42 -1.15 0.3973

=====

47
Properties=species:S:1:pos:R:3:mulliken_charge:R:1 method="wB97M-V/def2-TZVPD" charge=-1 orbital_gap_ev=7.987
C 0.48 -1.18 -1.19 -0.8618
C -0.77 -0.96 -0.37 0.5513
C -0.65 -1.56 1.05 -1.6571
O -0.91 0.44 -0.09 0.2939
H 1.38 -0.83 -0.65 0.2719
H 0.31 -0.62 -2.13 -0.3298
H 0.55 -2.21 -1.53 0.3863
H -1.66 -1.28 -0.95 0.2932
H -0.39 -2.65 0.96 0.4674
H -1.54 -1.42 1.68 0.3915
H 0.20 -1.13 1.61 0.1737
O -1.15 1.87 -2.53 -0.8486
H -1.04 1.27 -1.78 0.2103
H -2.08 1.90 -2.80 0.2510
O -3.57 0.34 0.52 -0.7390
H -2.61 0.12 0.50 0.1042
H -3.68 0.40 -0.45 0.3744
O 1.36 1.79 0.43 -0.7637
H 2.08 1.22 0.69 0.4523
H 0.57 1.26 0.20 0.1694
O 1.48 2.17 -3.26 -0.6470
H 0.59 2.16 -2.91 0.3776
H 1.38 2.01 -4.16 0.2779
O -1.58 2.97 0.27 -0.7133
H -1.29 3.30 -0.56 0.3292
H -1.63 2.01 0.13 0.3785
O -1.37 1.15 2.71 -0.7133
H -1.28 2.10 2.62 0.2710
H -0.98 0.75 1.92 0.3137
O -2.11 -0.08 -4.28 -0.6720
H -1.83 0.05 -3.42 0.3925
H -2.14 0.78 -4.76 0.3016
O 1.38 -1.91 4.67 -0.6060
H 1.44 -1.03 4.33 0.2985
H 2.15 -2.34 4.37 0.3049
O 2.15 -0.76 -4.25 -0.6531
H 1.37 -0.92 -4.76 0.3246
H 1.87 -0.34 -3.46 0.3335
O 3.32 0.14 1.39 -0.7448
H 4.19 0.19 1.01 0.2614
H 3.47 0.07 2.33 0.2954
O 2.89 -2.55 1.19 -0.6989
H 1.89 -2.52 1.09 0.3533
H 3.08 -1.64 1.36 0.4283
O -2.08 -0.77 4.61 -0.6566
H -1.52 -1.52 4.74 0.2942
H -1.71 -0.22 3.90 0.3779

=====

| no. | E (hartree) |
| --- | --- |
| 1 | -115.52571 |
| 2 | -1111.06216 |